[1]
The following is a DFT calculation (ωB97M-V/def2-TZVPD) of C16H26IrN4O6S2 as an isolated structure in a non-equilibrium geometry.

## Properties
- Kohn-Sham gap: 7.452 eV
- LUMO: -3.87 eV

The geometry in ORCA input format:
```
! wB97M-V def2-TZVPD RIJCOSX def2/J DEFGRID3
* xyz 1 1
Ir 0.67 0.00 0.17
C -1.66 2.09 1.23
O -1.65 1.04 0.25
C -2.85 0.27 0.37
C -3.03 -0.62 -0.82
O -2.07 -1.65 -0.84
C -2.32 -2.47 -1.97
H -2.52 2.74 1.05
H -0.74 2.66 1.11
H -1.71 1.68 2.24
H -3.70 0.96 0.40
H -2.84 -0.30 1.31
H -2.94 -0.02 -1.74
H -4.04 -1.05 -0.80
H -3.34 -2.87 -1.94
H -1.63 -3.29 -1.95
H -2.19 -1.90 -2.90
C -0.59 2.63 -2.59
S 0.78 1.76 -1.91
O 1.96 2.13 -2.60
O 0.49 0.28 -1.90
O 0.77 2.05 -0.42
H -0.47 2.66 -3.67
H -0.55 3.64 -2.18
H -1.50 2.13 -2.28
N 0.24 -1.61 6.43
C 0.11 -0.93 5.50
N -0.07 -0.11 4.48
C 0.22 -0.23 3.28
N 0.48 -0.29 2.14
C 5.37 0.60 0.24
C 4.76 0.06 -0.88
C 3.39 -0.10 -0.88
N 2.64 0.27 0.17
C 3.22 0.81 1.25
C 4.58 0.99 1.32
H 6.44 0.72 0.28
H 5.32 -0.24 -1.74
H 2.86 -0.49 -1.74
H 2.56 1.09 2.06
H 5.01 1.42 2.21
O 2.72 -2.23 1.20
S 1.43 -2.33 0.50
C 0.36 -3.43 1.46
C 0.27 -4.74 0.68
C 1.55 -4.84 -0.17
C 1.69 -3.49 -0.86
H -0.59 -2.94 1.66
H 0.92 -3.52 2.39
H -0.60 -4.72 0.02
H 0.15 -5.58 1.35
H 1.50 -5.65 -0.89
H 2.42 -5.01 0.48
H 0.93 -3.33 -1.62
H 2.67 -3.27 -1.27
*
```

***

[2]
The following is a DFT calculation (ωB97M-V/def2-TZVPD) of a 2-piece molecular cluster, C5H14O overall in a non-equilibrium geometry.

## Properties
- Kohn-Sham gap: 11.110 eV
- SMILES: CC(C)O.CC
- LUMO: 0.95 eV

The geometry in ORCA input format:
```
! wB97M-V def2-TZVPD RIJCOSX def2/J DEFGRID3
* xyz 0 1
C 0.59 -2.20 -1.74
C 0.64 -1.04 -0.62
C 1.53 -1.40 0.52
O 1.08 0.19 -1.22
H 1.10 -3.16 -1.43
H 1.11 -1.99 -2.68
H -0.33 -2.63 -1.85
H -0.32 -0.70 -0.19
H 1.11 -2.37 1.04
H 2.56 -1.48 0.07
H 1.52 -0.61 1.32
H 1.74 0.04 -1.99
C -2.09 1.61 0.96
C -1.11 2.67 1.26
H -1.53 0.76 1.17
H -2.95 1.67 1.54
H -2.32 1.56 -0.14
H -1.31 3.57 0.68
H -1.01 2.96 2.30
H -0.02 2.53 0.98
*
```

***

[3]
The following is a DFT calculation (ωB97M-V/def2-TZVPD) of C4H8N2O3 as an isolated structure.

## Properties
- Kohn-Sham gap: 8.444 eV
- LUMO: 0.14 eV

The geometry in ORCA input format:
```
! wB97M-V def2-TZVPD RIJCOSX def2/J DEFGRID3
* xyz 0 1
C 1.51 -0.87 0.78
C 0.01 -0.93 0.70
N -0.62 0.46 1.22
O -0.70 -1.89 0.86
H -1.59 0.28 1.47
H -0.12 0.92 1.99
H 1.91 -1.75 0.28
H 1.91 0.02 0.31
H 1.80 -0.91 1.84
C -0.48 1.26 -0.06
C -0.34 -0.39 -1.24
O -1.78 1.59 -0.43
N 0.63 -0.40 -2.04
O 0.48 1.99 -0.18
H -1.69 2.26 -1.13
H 0.40 -0.84 -2.94
H -1.34 -0.79 -1.43
*
```

***

[4]
The following is a DFT calculation (ωB97M-V/def2-TZVPD) of C3H6AlBrF4NO7P2 as an isolated structure.

## Properties
- Kohn-Sham gap: 9.385 eV
- LUMO: 1.90 eV

The geometry in ORCA input format:
```
! wB97M-V def2-TZVPD RIJCOSX def2/J DEFGRID3
* xyz -1 1
O -2.79 -2.56 -0.59
C -2.46 -2.00 -1.59
O -2.61 -2.60 -2.80
C -1.95 -0.57 -1.67
N -1.32 -0.19 -0.42
Br 0.30 -1.17 -0.22
C -1.04 1.17 -0.39
O -1.30 1.97 -1.24
O -0.48 1.51 0.81
P -1.04 2.90 1.52
P 0.85 3.54 2.38
O 1.84 3.84 1.35
O 0.41 4.82 3.25
O 1.33 2.51 3.51
H -2.10 -2.12 -3.47
H -2.82 0.06 -1.84
H -1.25 -0.47 -2.51
H -1.59 2.30 2.68
H -0.06 4.55 4.05
H 2.19 2.15 3.26
F 2.29 -2.81 -0.32
Al 3.19 -3.94 -1.23
F 4.50 -3.15 -1.92
F 2.19 -4.57 -2.44
F 3.72 -5.17 -0.20
*
```

***

[5]
The following is a DFT calculation (ωB97M-V/def2-TZVPD) of a 2-piece molecular cluster, O2 overall in a non-equilibrium geometry.

## Properties
- Kohn-Sham gap: 7.261 eV
- LUMO: -5.84 eV

The geometry in ORCA input format:
```
! wB97M-V def2-TZVPD RIJCOSX def2/J DEFGRID3
* xyz 0 1
O 0.00 0.00 0.98
O 0.00 0.00 -0.98
*
```

***

[6]
The following is a DFT calculation (ωB97M-V/def2-TZVPD) of C5H4N2NdO5 as an isolated structure in a non-equilibrium geometry.

## Properties
- Kohn-Sham gap (alpha / beta): 5.840 / 6.042 eV
- LUMO (alpha / beta): -15.35 / -15.15 eV

The geometry in ORCA input format:
```
! wB97M-V def2-TZVPD RIJCOSX def2/J DEFGRID3
* xyz 3 4
Nd 0.60 0.66 0.78
O -3.19 -2.73 -2.61
C -2.33 -2.13 -2.17
C 0.67 2.55 -0.34
O 0.57 3.63 -0.69
C 2.15 -0.78 1.31
O 2.88 -1.50 1.87
C 1.29 -0.17 -1.53
O 1.89 -0.37 -2.48
N -2.98 1.53 2.94
C -2.19 0.41 2.85
N -2.37 -0.67 3.66
O -1.25 0.39 2.01
H -3.60 1.45 3.73
H -2.84 2.33 2.34
H -1.77 -1.49 3.61
H -3.07 -0.47 4.37
*
```

***

[7]
The following is a DFT calculation (ωB97M-V/def2-TZVPD) of one molecule with the formula HNO3P2 in a non-equilibrium geometry.

## Properties
- Kohn-Sham gap (alpha / beta): 8.539 / 8.539 eV
- SMILES: [H]/P=[N+](\[O-])OP=O
- LUMO (alpha / beta): -1.10 / -1.10 eV

The geometry in ORCA input format:
```
! wB97M-V def2-TZVPD RIJCOSX def2/J DEFGRID3
* xyz 0 1
H -2.63 -0.11 0.41
P -1.34 -0.99 -0.16
N -0.58 0.47 -0.10
O -1.08 1.56 0.10
O 0.91 0.52 -0.34
P 1.77 -0.67 0.45
O 2.94 -0.77 -0.36
*
```

***

[8]
The following is a DFT calculation (ωB97M-V/def2-TZVPD) of one molecule with the formula C6H12N2O.

## Properties
- Kohn-Sham gap: 7.631 eV
- SMILES: CC(C)=C(O)C=C(N)N
- LUMO: 0.87 eV

The geometry in ORCA input format:
```
! wB97M-V def2-TZVPD RIJCOSX def2/J DEFGRID3
* xyz 0 1
C -1.99 1.30 0.38
C -1.53 -0.06 -0.08
C -2.61 -1.05 -0.45
C -0.22 -0.38 -0.18
O 0.16 -1.66 -0.56
C 0.86 0.54 0.06
C 2.18 0.26 0.15
N 2.71 -1.02 0.20
N 3.13 1.27 0.22
H -3.02 1.25 0.73
H -1.38 1.66 1.21
H -1.94 2.03 -0.42
H -2.43 -1.50 -1.43
H -3.57 -0.55 -0.49
H -2.69 -1.85 0.29
H -0.64 -2.19 -0.67
H 0.57 1.58 0.14
H 3.63 -1.11 -0.21
H 2.06 -1.72 -0.11
H 3.96 1.02 0.74
H 2.76 2.17 0.49
*
```

***

[9]
The following is a DFT calculation (ωB97M-V/def2-TZVPD) of an isolated ion of composition C5H11O2 and charge -1 in a non-equilibrium geometry.

## Properties
- Kohn-Sham gap: 6.244 eV
- SMILES: [O-]CCCCCO
- LUMO: 3.77 eV

The geometry in ORCA input format:
```
! wB97M-V def2-TZVPD RIJCOSX def2/J DEFGRID3
* xyz -1 1
O 2.22 0.23 2.52
C 1.33 -0.35 1.67
C 1.26 0.46 0.17
C 0.65 -0.25 -1.19
C -0.89 -0.74 -0.93
C -1.81 0.15 -0.03
O -1.95 1.52 -0.63
H 0.32 -0.36 2.17
H 1.48 -1.41 1.30
H 2.22 0.77 -0.09
H 0.79 1.45 0.32
H 0.66 0.48 -2.02
H 1.33 -1.08 -1.32
H -0.97 -1.79 -0.48
H -1.56 -0.69 -1.89
H -1.35 0.19 0.95
H -2.78 -0.29 0.26
H -0.96 1.72 -0.79
*
```

***

[10]
The following is a DFT calculation (ωB97M-V/def2-TZVPD) of C10H14INOS as an isolated structure in a non-equilibrium geometry.

## Properties
- Kohn-Sham gap: 8.141 eV
- LUMO: 0.23 eV

The geometry in ORCA input format:
```
! wB97M-V def2-TZVPD RIJCOSX def2/J DEFGRID3
* xyz 0 1
C -1.17 3.75 -0.52
C -0.97 3.84 0.83
C -0.56 2.77 -1.29
C -0.21 2.91 1.44
C 0.07 1.78 -0.62
C 0.17 1.74 0.76
C -0.46 -2.18 -0.31
C -1.53 -2.73 0.48
C 2.62 -2.18 -0.90
C 2.19 -0.82 -0.44
N 0.94 0.77 1.35
O 1.27 -1.49 2.13
S 0.84 -0.89 0.90
I 3.75 0.46 0.18
H -1.76 4.55 -1.14
H -1.39 4.80 1.42
H -0.82 2.73 -2.33
H 0.05 2.91 2.57
H 0.39 0.97 -1.22
H -0.69 -1.43 -1.02
H -1.14 -3.06 1.49
H -2.35 -2.14 0.72
H -1.83 -3.60 -0.06
H 2.67 -2.87 0.06
H 1.88 -2.64 -1.59
H 3.51 -2.10 -1.61
H 1.58 -0.43 -1.28
H 1.00 0.87 2.36
*
```

***

[11]
The following is a DFT calculation (ωB97M-V/def2-TZVPD) of a 2-piece molecular cluster, BrHS2 overall in a non-equilibrium geometry.

## Properties
- Kohn-Sham gap (alpha / beta): 4.167 / 4.243 eV
- LUMO (alpha / beta): -4.20 / -4.15 eV

The geometry in ORCA input format:
```
! wB97M-V def2-TZVPD RIJCOSX def2/J DEFGRID3
* xyz 0 1
S 1.92 0.20 0.08
S -1.62 -0.82 -0.95
Br -1.90 -0.84 1.13
H 1.60 1.46 -0.26
*
```

***

[12]
The following is a DFT calculation (ωB97M-V/def2-TZVPD) of one molecule with the formula C17H16N2O3S2 in a non-equilibrium geometry.

## Properties
- Kohn-Sham gap: 8.270 eV
- SMILES: Cc1cc(-c2ccc(S(=O)(=O)N3CCc4ccccc4C3)s2)on1
- LUMO: -0.27 eV

The geometry in ORCA input format:
```
! wB97M-V def2-TZVPD RIJCOSX def2/J DEFGRID3
* xyz 0 1
C 0.21 -3.37 -5.28
C -0.27 -2.45 -4.22
C -0.29 -2.66 -2.82
C -0.83 -1.50 -2.32
C -1.10 -1.07 -0.98
C -0.79 -1.73 0.19
C -1.17 -1.00 1.33
C -1.75 0.19 1.01
S -2.32 1.48 2.11
O -3.02 2.42 1.30
O -2.98 0.85 3.21
N -0.97 2.24 2.72
C -0.22 1.51 3.72
C 1.22 1.17 3.28
C 1.36 1.06 1.80
C 2.13 0.08 1.18
C 2.28 0.07 -0.19
C 1.66 1.04 -0.97
C 0.87 2.00 -0.36
C 0.72 2.02 1.01
C -0.19 2.97 1.74
S -1.88 0.45 -0.67
O -1.10 -0.67 -3.34
N -0.76 -1.26 -4.50
H 1.25 -3.62 -5.12
H -0.37 -4.29 -5.26
H 0.09 -2.90 -6.25
H 0.04 -3.52 -2.29
H -0.31 -2.69 0.22
H -1.02 -1.34 2.34
H -0.79 0.61 3.94
H -0.20 2.11 4.63
H 1.88 1.97 3.62
H 1.54 0.25 3.77
H 2.62 -0.67 1.79
H 2.88 -0.70 -0.66
H 1.77 1.03 -2.04
H 0.37 2.75 -0.96
H -0.90 3.45 1.06
H 0.38 3.74 2.27
*
```

***

Q: What is the formula in the seventh record?
A: HNO3P2